Record 1
72
Properties=species:S:1:pos:R:3 method="wB97M-V/def2-TZVPD" de_lowest_kcal_mol=1.1 orbital_gap_ev=5.8 e_tot_ha=-2991.032129 charge=-1
Cs 1.1058 -0.2156 -0.9517
I 1.5407 2.8821 2.7500
Cl -4.8130 -3.9860 -4.6076
Cl 0.3965 -2.9312 -5.4472
O -0.3718 3.0905 -2.6268
O 0.2408 -1.5089 -2.8341
N -1.9829 -1.2389 -1.2505
N -0.8950 2.2974 1.2387
N 4.4582 1.0379 0.4342
N 3.4651 0.3593 0.8212
N 3.1256 2.0962 -1.2665
N 1.3206 -1.0369 1.8861
C -3.0329 -1.1448 -0.4740
C 5.5109 2.1549 -1.3770
C 4.8967 -0.7303 4.0470
C -0.4467 -0.9160 3.5744
C -4.3949 -2.4316 -1.9496
C -3.3237 -3.2436 -4.0508
C 3.5851 -0.2228 2.0592
C -2.4042 -2.3153 3.3689
C -0.6040 -2.4886 1.7669
C 2.4334 -0.9392 2.5809
C -0.9673 2.4293 -3.7438
C 2.6263 -1.5685 3.8741
C -2.0684 -1.9461 -2.4082
C -4.2712 -1.7385 -0.7812
C -1.8448 -2.8950 2.2357
C 3.0926 2.8542 -2.3638
C -0.9995 -2.7610 -4.4139
C 3.7915 -1.4652 4.5613
C 5.4599 2.9193 -2.5225
C -3.2865 -2.5545 -2.8184
C 4.7785 -0.1418 2.8260
C -2.6622 2.0859 3.3623
C -1.6910 -1.3206 4.0316
C 4.2216 3.2893 -3.0350
C -2.1586 1.5865 -3.3432
C -3.1013 1.8787 2.0631
C 0.1314 -1.4923 2.4292
C -0.8421 -2.0398 -3.2097
C -0.4954 2.4765 2.4794
C -1.3329 2.3934 3.5867
C -2.1816 1.9994 1.0362
C -2.2016 -3.3363 -4.8259
C 4.3159 1.7461 -0.7701
H -2.9046 -0.5947 0.4533
H 1.8086 -2.1540 4.2735
H 5.6038 0.4046 2.3908
H -2.4735 1.8368 0.0033
H -2.4931 0.9706 -4.1815
H -2.3861 -3.6685 1.7018
H -2.1127 -0.8513 4.9148
H -0.1784 -2.9390 0.8777
H -0.9450 2.5473 4.5834
H -1.8815 0.9200 -2.5277
H 6.3746 3.2355 -3.0096
H 6.4461 1.8554 -0.9231
H -3.3757 -2.6323 3.7282
H -1.2512 3.1598 -4.5084
H 3.8888 -1.9681 5.5180
H 4.1345 3.9006 -3.9228
H -5.3304 -2.9010 -2.2235
H 2.1005 3.1323 -2.7091
H 0.1024 -0.1352 4.0886
H -1.0685 3.4653 -2.0783
H -3.3466 1.9951 4.1966
H -2.9974 2.2132 -3.0240
H -4.1304 1.6191 1.8511
H 5.8187 -0.6648 4.6105
H -5.1012 -1.6468 -0.0915
H -2.2399 -3.8631 -5.7706
H -0.1856 1.7954 -4.1626



Record 2
16
Properties=species:S:1:pos:R:3 method="wB97M-V/def2-TZVPD" de_lowest_kcal_mol=86.9 orbital_gap_ev="5.3 / 10.3" spin_multiplicity=3 e_tot_ha=-342.024112 charge=+1
O -0.4198 -1.5411 -0.0797
N 0.5740 -1.5119 0.5830
N 1.3295 1.7056 1.9806
C -0.8712 -2.7498 -0.7841
C -0.9331 -2.4200 -2.2656
C 1.6511 3.1009 2.2465
C 1.2287 1.2295 0.8358
H 1.8552 3.6129 1.3059
H 2.5271 3.1534 2.8938
H 1.1967 1.1412 2.8283
H -1.4825 -1.4990 -2.4351
H -0.1974 -3.5796 -0.5572
H -1.8724 -2.9341 -0.3853
H -1.4432 -3.2285 -2.7846
H 0.8026 3.5792 2.7439
H 0.0687 -2.3180 -2.6787



Record 3
23
Properties=species:S:1:pos:R:3 method="wB97M-V/def2-TZVPD" de_lowest_kcal_mol=71.4 orbital_gap_ev=10.1 smiles=c1ccccc1.c1ccncc1 e_tot_ha=-480.415871 charge=0
N 0.5245 4.3033 0.0442
C -0.5982 3.6708 -0.0731
C 0.8137 -2.7854 -0.4235
C 0.5757 1.4218 0.0457
C -1.5652 -2.1218 -0.9695
C 0.5824 -2.7436 0.9508
C 1.5974 3.5944 0.1540
C -1.7921 -2.1448 0.4762
C 1.7627 2.2142 0.0085
C -0.5781 2.2358 -0.0686
C -0.3193 -2.6574 -1.3353
C -0.7815 -2.4890 1.3622
H -1.4323 4.1717 -0.5501
H 1.4104 -2.5897 1.6835
H 1.8464 -2.9727 -0.6738
H -2.4741 -1.8489 -1.5534
H 2.7573 1.6679 -0.2764
H -2.8770 -2.1781 0.7839
H -1.5269 1.8522 0.0826
H -0.0854 -2.7856 -2.3407
H -0.7852 -2.3508 2.3724
H 2.5586 4.1981 0.3002
H 0.3863 0.3374 0.0002



Record 4
38
Properties=species:S:1:pos:R:3 method="wB97M-V/def2-TZVPD" de_lowest_kcal_mol=0.0 orbital_gap_ev=10.0 smiles="CNC(=O)[C@H](NC(=O)[C@@H](C)NC(C)=O)C(C)C" e_tot_ha=-821.791075 charge=0
O -2.3452 -0.8790 0.8885
O 1.3688 1.3300 -1.4784
O -0.2683 2.5691 1.8749
N -0.4571 1.3338 -2.9073
N 0.2550 0.6900 2.9879
N -0.3129 -0.0921 0.3452
C -0.9909 0.0069 2.6900
C -1.2872 -0.3343 1.2057
C 0.5088 1.9338 2.5623
C 0.3504 -1.9463 -3.0204
C 0.3637 -1.6720 -1.4897
C -1.0426 -1.2218 3.5923
C -0.3417 -0.3444 -1.1384
C 1.8757 2.5071 2.8822
C 0.2687 0.8698 -1.8588
C -0.1875 -2.9041 -0.7834
C -0.0607 2.4098 -3.8421
H -0.0249 -2.8239 0.2662
H -0.8684 3.1389 -3.9746
H -1.3997 -0.4333 -1.4141
H 0.3655 -3.7728 -1.1880
H 0.7827 -1.1413 -3.6122
H 0.9988 -2.8029 -3.1318
H 0.5691 0.2370 0.7256
H -1.3121 0.8255 -3.0996
H 1.8979 3.5502 2.4759
H -1.7743 0.7272 2.9699
H 0.3044 1.9919 -4.8003
H -2.0392 -1.6656 3.4637
H 2.6466 1.9188 2.3962
H -1.2104 -3.0581 -0.9917
H 0.7502 2.9458 -3.3727
H -0.9094 -0.9326 4.6297
H -0.2313 -1.9172 3.3054
H -0.6401 -2.2070 -3.3730
H 1.3836 -1.5425 -1.2191
H 2.0212 2.5386 3.9494
H 0.9927 0.1670 3.4847



Record 5
14
Properties=species:S:1:pos:R:3 method="wB97M-V/def2-TZVPD" de_lowest_kcal_mol=96.5 orbital_gap_ev=8.0 e_tot_ha=-2785.796327 charge=0
Br 3.4131 1.7537 0.9914
N -0.5509 -2.0906 0.4367
C 2.9492 -1.0174 0.3223
C -0.9376 -1.8150 1.6393
C 2.4240 0.3120 0.2420
C -1.0956 -1.3734 -0.6705
H -0.4148 -0.6003 -1.0941
H 3.7356 -1.1433 0.9846
H -0.5397 -2.4400 2.3880
H -1.9323 -0.6942 -0.4144
H -1.8249 -1.1954 1.7684
H -1.3593 -1.9710 -1.6332
H 2.2048 -1.6771 0.5927
H 3.3058 -1.2709 -0.6735



Record 6
166
Properties=species:S:1:pos:R:3 method="wB97M-V/def2-TZVPD" de_lowest_kcal_mol=156.3 orbital_gap_ev=8.0 e_tot_ha=-3536.011594 charge=0
O 0.6093 4.4972 4.3843
O -3.9864 4.7374 0.4891
O 3.7236 -1.8844 -0.0485
O -3.1738 -0.7253 -5.2204
O -0.4128 -3.0419 -0.8774
O 1.7407 0.4718 1.6595
O 1.7097 -5.3701 -4.1971
O -3.5613 -2.6758 2.2532
O 0.9864 -0.1388 7.4319
O 0.4862 -2.6941 -5.5980
O -4.7065 3.3229 -4.7239
O 0.2791 -3.0141 5.0146
O -0.6074 4.3561 -3.0604
O 3.2611 2.7157 -1.5661
N 2.4152 -3.4644 4.4935
N 3.3383 2.7219 -3.7185
N 0.1581 -3.2276 -3.4945
N -2.2944 3.4850 0.2474
N 3.5392 0.3245 9.9403
N -0.3242 2.4857 -4.1580
N -2.9343 3.5635 4.0907
N 1.3851 -0.6913 -0.9348
N 0.9846 -3.7392 0.7287
N 5.4440 -2.6807 1.0929
N 2.9001 -4.3055 -1.7651
N 2.6196 0.9638 -2.9134
N -5.3961 3.7878 -1.9449
N -2.5728 5.1446 -1.1039
N -1.3650 1.9300 -7.1634
N 4.6716 -0.6131 1.4664
N -1.4373 3.9709 -5.0927
N 0.7247 -1.1769 -3.8573
N -2.4946 -3.0406 4.1638
N -1.3193 -2.5427 2.4945
N 2.0886 -2.2454 6.1545
N -0.4756 -5.0907 0.0387
C -2.5237 -2.7713 2.8968
C -1.8550 3.8937 6.2090
C -3.1633 -1.4664 -3.9733
C -5.1203 2.2702 -3.8358
C 1.4446 -2.9447 5.2236
C 1.3704 -0.8070 10.4490
C -0.7824 3.6746 -4.0196
C -2.9668 4.4894 -0.0739
C 1.8846 0.2658 3.0257
C 4.5460 -1.7522 0.8245
C -0.0246 -3.8545 -0.0737
C 3.0558 2.1531 -2.6445
C 1.3973 -6.4442 -5.0600
C -4.8378 1.3988 -1.3996
C 3.1309 -5.3181 -4.0707
C 1.8868 4.0782 3.8546
C -1.7789 4.1761 4.6769
C -5.1283 3.1577 -6.0386
C -2.1851 0.7902 -6.8891
C 0.4152 0.8618 6.5823
C -4.7314 2.5990 -2.3914
C 0.4237 0.4259 1.1305
C 2.4324 -0.4654 9.3673
C 1.9417 0.5255 8.2660
C 4.9195 -3.7569 -2.8937
C 0.4778 -2.3584 -4.4333
C -0.7408 0.3760 -1.2152
C 3.4823 -4.1144 -3.1079
C -2.2818 0.3528 -5.4022
C -0.4610 3.6012 4.1093
C -1.5545 -0.2959 -7.7122
C 0.5481 0.3880 -0.4133
H -6.2042 2.1789 -3.9061
H -6.2056 3.3210 -6.0701
H -1.9804 -1.2465 -7.3912
H -1.3293 -0.5301 -1.0709
H 1.6671 -1.4182 11.3014
H 3.8142 3.6127 -3.7090
H 5.5415 -3.3912 0.3817
H 2.1089 3.0199 3.7176
H -0.0900 1.6024 7.2023
H -0.2506 0.4939 5.8016
H -2.7651 4.3045 6.6459
H -3.4080 -0.8474 -3.1101
H -1.3243 -0.0069 -5.0255
H 5.9931 -2.5208 1.9254
H 0.5023 -1.3088 10.0217
H -3.9092 0.8460 -1.5420
H 0.7643 -1.0452 -2.8567
H -0.5927 -2.6908 3.1802
H -1.6973 5.2333 4.4243
H -2.8154 3.7752 3.1103
H -1.5637 2.1259 -8.1340
H 1.2578 -6.0729 -6.0753
H -0.1428 1.3030 1.4434
H 0.9221 -1.5229 -1.2725
H -0.1842 2.6231 4.5027
H 3.3745 -3.4481 4.8093
H 1.1510 -4.5126 1.3566
H -4.6079 3.9181 -6.6209
H -1.4499 1.1516 -0.9259
H 5.5264 -0.3368 1.9280
H -0.5051 1.9460 -4.9924
H 2.9883 -3.2244 -3.4979
H -3.6573 2.7844 -2.3967
H -3.3155 -3.1135 4.7476
H -2.2141 -1.8940 -3.6502
H 3.2404 2.1556 -4.5491
H 1.2446 1.3886 6.1105
H -5.0066 2.2042 -6.5524
H -3.0318 5.9580 -1.4880
H 2.1295 -7.2516 -5.0555
H -1.9506 4.8406 -5.1108
H 3.6031 -6.2503 -3.7604
H 1.0414 0.0881 10.9768
H 2.1556 4.5319 2.9007
H 0.2647 -4.1478 -3.8969
H 5.3567 -3.2548 -3.7567
H -4.9342 3.8331 -1.0479
H 0.3166 2.0881 -3.4862
H 5.5865 -4.6188 -2.8736
H -1.4763 3.1616 -0.2488
H 1.9377 -4.6117 -1.7495
H 2.6785 1.0992 7.7039
H -0.5095 3.3541 3.0488
H -2.7608 1.1661 -4.8570
H -1.0790 -2.0929 1.6228
H -1.9089 2.8472 6.5090
H -1.3361 3.3505 -5.8833
H 2.8249 -1.3891 8.9420
H -0.3671 1.7747 -7.1496
H -3.1908 0.9752 -7.2665
H 2.0121 -0.9698 -0.1936
H -1.8402 -0.3350 -8.7634
H -1.7726 4.8315 -1.6347
H -0.5597 0.5063 -2.2821
H -3.8995 -2.2664 -3.8947
H 3.0899 -2.2681 6.2842
H -0.4728 -0.1919 -7.6271
H 1.5104 -1.6262 6.7045
H 5.0895 -3.2458 -1.9461
H -1.3339 -5.2708 -0.4622
H 2.7238 4.4011 4.4737
H -1.5845 -2.9253 4.5864
H -0.3286 -5.5918 0.9032
H -0.0675 -0.4595 1.5342
H 1.7362 -0.7710 3.3274
H 0.1995 -3.0067 -2.5098
H 2.8851 -3.5511 -1.0937
H 1.3503 1.2474 8.8293
H 4.2617 0.5138 9.2603
H -3.6754 4.2155 4.3050
H -4.7672 1.2568 -4.0266
H 2.3669 0.3855 -2.1248
H 3.5857 -5.1324 -5.0437
H -2.7258 2.7802 0.8282
H 1.1121 1.2741 -0.7045
H 0.8305 -0.3497 -4.4270
H -4.9984 4.5691 -2.4465
H 1.1053 0.7852 3.5834
H 3.0955 1.1534 10.3093
H 2.1577 -4.0055 3.6805
H -5.7147 0.7947 -1.6323
H 2.8487 0.5788 3.4265
H 0.4442 -6.8525 -4.7238
H 3.8111 -0.0850 1.4375
H 2.5106 0.6670 -3.8726
H 1.5069 -2.8791 0.6418
H -4.8769 1.7750 -0.3773
H -1.0679 4.4953 6.6636



Record 7
98
Properties=species:S:1:pos:R:3 method="wB97M-V/def2-TZVPD" de_lowest_kcal_mol=0.0 orbital_gap_ev=5.4 e_tot_ha=-2380.825694 charge=+1
S 2.9893 6.6517 -3.0670
O 4.4062 6.7978 -2.9670
O -5.7646 -5.6516 1.9026
O -3.7383 -7.2525 3.5904
O -1.6274 -3.7147 7.0523
O 2.2239 0.5147 1.0683
O -0.9856 -2.7452 4.2039
O -0.2462 -0.2993 -0.6050
O -5.2431 -9.0105 1.5418
O 2.1645 7.0295 -1.9737
O 1.5441 -2.3971 5.9549
O 2.6600 5.1209 -3.3443
O 1.1121 3.0899 -0.1958
N 4.7072 7.1919 -9.3371
C 3.4353 7.0783 -9.3579
C 5.3245 6.8370 -8.0443
C 3.1833 8.9268 -6.5603
C 2.5226 1.1313 -0.1699
C -1.9571 -4.3218 5.8147
C -2.7526 -3.5477 7.8828
C -4.9642 -9.2758 2.9043
C 2.3044 8.0872 -7.4854
C -6.7080 -4.6690 2.2612
C -0.5409 -1.6490 4.9861
C -0.5221 -1.4044 -1.4330
C 0.8535 0.4099 1.4271
C -4.4452 -5.2957 2.2755
C 0.9755 4.4196 0.2584
C 3.4970 8.3682 -5.1600
C 2.8841 6.7358 -8.0223
C 2.4517 2.6413 -0.1368
C 0.1104 -0.6928 0.7110
C -4.8666 -10.0761 0.7014
C -0.8915 -4.0400 4.7819
C -3.5687 -6.5239 2.3804
C 2.4012 7.5072 -4.5460
C -4.9392 -8.0011 3.7161
C 2.9069 -2.6346 5.6886
C 0.9617 -1.4980 5.0309
C 4.1455 6.1204 -7.3756
H -4.4481 -4.7730 3.2400
H 3.2690 -3.3353 6.4378
H -6.7220 -4.5125 3.3465
H 1.3446 7.8947 -7.0127
H 2.0659 8.7210 -8.3436
H -5.7435 -9.9372 3.3083
H -3.2138 -4.5110 8.1304
H -1.0487 -4.7294 3.9496
H 0.3403 1.3673 1.3172
H -5.4132 -10.9937 0.9487
H -1.3630 -1.9934 -1.0489
H -3.5033 -2.9057 7.4062
H -7.6866 -5.0238 1.9450
H 3.0435 -3.0767 4.6944
H -2.9203 -3.9463 5.4474
H 2.9329 2.9998 0.7815
H 1.3004 4.5104 1.3013
H 1.5703 8.0965 -4.1684
H 5.2567 7.4952 -10.1325
H 3.0058 3.0445 -0.9985
H -0.8018 -0.9301 1.2749
H -0.7821 -1.0200 -2.4175
H -2.5284 -6.1912 2.3968
H -2.4146 -3.0716 8.8009
H 4.4388 7.8230 -5.1679
H 1.5535 5.1146 -0.3591
H -3.9949 -9.7804 3.0025
H 6.1420 6.1482 -8.2284
H -3.6965 -7.1752 1.5139
H 3.2909 4.7619 -3.9758
H 1.3661 -1.6694 4.0247
H 0.7418 -1.5888 0.6810
H 4.1635 6.1002 -6.2931
H -5.1057 -9.7875 -0.3200
H 1.9001 0.7331 -0.9749
H 0.8644 0.1551 2.4889
H -4.9775 -8.2891 4.7687
H -0.9574 -1.6794 5.9947
H 4.1671 5.0772 -7.6929
H -5.8161 -7.3885 3.5010
H -6.4988 -3.7131 1.7663
H 3.4940 -1.7107 5.7514
H 3.6701 9.2060 -4.4885
H 2.6596 9.8751 -6.4375
H 3.5607 0.8595 -0.3754
H 2.0852 6.0020 -8.0583
H -4.0351 -4.6203 1.5115
H 1.2084 -0.4702 5.3353
H -3.7901 -10.2732 0.7716
H 0.3545 -2.0567 -1.5272
H -2.0368 -5.4066 5.9667
H -0.0785 4.6826 0.1960
H -0.9420 -0.7668 4.4807
H 2.8312 7.2846 -10.2311
H 0.1074 -4.2231 5.1829
H 5.6647 7.7107 -7.5005
H 4.1156 9.1916 -7.0607
H 2.0064 6.7362 -5.2044



Record 8
16
Properties=species:S:1:pos:R:3 method="wB97M-V/def2-TZVPD" de_lowest_kcal_mol=63.6 orbital_gap_ev=11.1 smiles=C[N@@H+]1C[C@@]1(C)S e_tot_ha=-611.001922 charge=+1
S 2.4732 -0.1953 0.1163
N -0.0541 -0.8744 -0.3133
C -1.3416 -0.7195 -0.9455
C 0.1014 1.7436 0.3379
C 0.0812 -1.0148 1.1836
C 0.7543 0.0920 0.3705
H -1.5884 0.3496 -0.9595
H -0.8428 -0.5600 1.6375
H 0.6800 -1.5952 -0.7335
H 0.5574 -1.8346 1.6558
H 2.5017 0.6801 -0.8885
H -2.0279 -1.2817 -0.4406
H -1.2195 -0.8879 -1.9549
H -0.6567 1.7158 -0.3290
H 0.8511 2.4649 -0.0305
H -0.2694 1.9174 1.2939



Record 9
7
Properties=species:S:1:pos:R:3 method="wB97M-V/def2-TZVPD" de_lowest_kcal_mol=83.9 orbital_gap_ev=10.4 smiles="N#C[S@H](=N)=O" e_tot_ha=-622.044020 charge=0
S 0.3593 0.4093 -0.1401
O 0.3865 1.7956 0.0673
N -2.6718 -0.6345 -0.1192
N 1.3586 -0.2739 0.7391
C -1.3951 -0.2686 0.0900
H 1.4575 -1.3275 0.7737
H 0.5052 0.2996 -1.4107



Record 10
43
Properties=species:S:1:pos:R:3 method="wB97M-V/def2-TZVPD" de_lowest_kcal_mol=5.2 orbital_gap_ev=9.2 smiles="N[C@@H](Cc1c[nH]cn1)C(=O)O.N[C@@H](Cc1ccccc1)C(=O)O" e_tot_ha=-1103.628319 charge=0
O -0.3376 5.4561 -1.3144
O -0.2706 -4.5903 -0.6987
O 0.3553 6.5933 0.4721
O -0.0795 -6.5047 0.4407
N -2.5844 -6.5296 1.1574
N 2.1245 4.8298 1.1571
N 1.6946 3.3498 -4.4848
N 2.9040 2.6043 -2.7944
C -1.4437 -2.9492 1.8235
C 1.5581 3.3455 -0.8281
C 0.4721 5.6207 -0.4342
C 1.7798 3.2420 -2.3094
C -0.7280 -5.3902 0.0749
C 2.8162 2.6878 -4.0979
C -2.0746 -5.2068 0.7876
C -1.8643 -4.3781 2.0708
C 1.0207 3.7149 -3.3443
C -0.0970 -2.5891 1.7968
C -0.6881 -0.2971 1.3387
C -2.4076 -1.9637 1.6052
C 0.2797 -1.2724 1.5568
C 1.7353 4.7615 -0.2569
C -2.0353 -0.6454 1.3619
H 0.5647 2.9684 -0.5541
H -0.7147 -7.0037 1.0007
H -2.7986 0.1108 1.1946
H 1.4077 3.5424 -5.4318
H 3.5303 2.2911 -4.8084
H 1.3340 -1.0088 1.5373
H 2.3031 2.6946 -0.3583
H 1.0819 6.4352 1.1164
H 2.5230 5.2715 -0.8257
H 0.0972 4.2759 -3.3548
H 0.6627 -3.3478 1.9573
H -3.4630 -2.2304 1.6299
H -2.8115 -4.3839 2.6259
H 1.6056 4.1401 1.6965
H -2.7280 -4.6503 0.1043
H -0.3950 0.7319 1.1524
H 3.1085 4.6090 1.2670
H -3.2666 -6.4629 1.9047
H -3.0443 -6.9765 0.3676
H -1.1267 -4.8959 2.6978